[1]
Molecular formula: C5H4N5S
Method: DFT, wB97M-V/def2-TZVPD

Output
E_LUMO (eV): 3.2
Frontier orbital gap (eV): 7.85
HOMO (eV): -4.697
Molar mass (g mol⁻¹): 166.19
DFT total energy (hartree): -864.8501
Net charge: -1

Each line ends with the Löwdin charge.
Atoms and positions in Å:
1 N -1.894 1.830 -0.160  -0.1162
2 N -1.783 -1.974 -1.984  0.1417
3 C -0.758 -1.060 0.106  -0.1349
4 C -1.320 -1.758 -0.950  -0.2849
5 N -0.003 2.474 -0.976  -0.0696
6 H 2.581 -1.001 0.306  0.0738
7 H 0.877 -2.034 -0.682  0.1095
8 H -1.330 -0.621 0.909  0.0950
9 C 0.158 1.761 0.136  -0.8867
10 C 0.561 -1.319 0.104  -0.1605
11 N -1.014 1.423 0.719  -0.0897
12 H 1.812 -0.987 1.878  0.0304
13 C 1.651 -0.632 0.894  -0.3589
14 N -1.252 2.503 -1.129  -0.1526
15 S 1.714 1.397 0.828  0.8037

=====

[2]
Molecular formula: C4H6N2S
Method: DFT, wB97M-V/def2-TZVPD

Output
E_LUMO (alpha / beta) (eV): 0.1 / 0.1
Frontier orbital gap (alpha / beta) (eV): 6.35 / 6.35
HOMO (alpha / beta) (eV): -6.204 / -6.203
Molar mass (g mol⁻¹): 114.17
DFT total energy (hartree): -663.5196

Each line ends with the Löwdin charge.
Atoms and positions in Å:
1 C -2.036 -0.154 0.011  -0.7547
2 S -3.613 -0.273 -0.113  0.6169
3 H 2.377 -0.394 0.659  0.1008
4 H -0.782 2.867 -0.005  0.0053
5 N -0.942 -0.833 0.204  0.0088
6 H 1.845 -0.701 -1.065  0.0812
7 C 1.559 -0.916 0.007  -0.0635
8 C -0.818 1.852 -0.180  0.0659
9 N 0.253 1.141 0.033  -0.0627
10 H 1.180 1.498 0.050  0.1353
11 H -0.844 -1.837 -0.045  0.1860
12 H 1.563 -2.043 0.213  0.0953
13 C 0.257 -0.206 0.230  -0.4147

=====

[3]
Molecular formula: C49H57CoIN5O4Si
Method: DFT, wB97M-V/def2-TZVPD

Output
E_LUMO (alpha / beta) (eV): -1.0 / -1.0
Frontier orbital gap (alpha / beta) (eV): 7.35 / 7.39
HOMO (alpha / beta) (eV): -8.317 / -8.420
Molar mass (g mol⁻¹): 993.95
DFT total energy (hartree): -4445.9481
<S²>: 6.01
Spin multiplicity: 5

Each line ends with the Löwdin charge.
Atoms and positions in Å:
1 H -0.290 0.081 -4.838  0.0713
2 C -2.740 -2.171 -3.057  -0.7097
3 H 2.389 4.543 3.415  0.0413
4 C 5.518 1.010 -1.637  -0.0961
5 H 3.802 2.362 0.825  0.0625
6 H -3.060 2.610 4.933  0.0830
7 H -4.626 -2.273 4.131  0.0684
8 H -1.281 -6.589 1.979  0.1020
9 H -4.688 -1.532 1.952  0.0648
10 H -0.765 4.385 -2.471  0.1008
11 H 0.497 0.927 3.973  0.1467
12 C 5.833 1.853 -2.765  -0.0558
13 C 2.278 3.530 1.652  -0.3282
14 H 4.916 2.923 -4.333  0.0754
15 C 4.743 2.183 -3.626  -0.1073
16 C -3.695 -2.766 4.098  -0.0447
17 C -2.635 1.942 2.877  -0.3413
18 C 0.774 -3.551 -4.643  -0.0883
19 H -2.061 1.182 2.390  0.0711
20 H 2.664 4.247 0.998  0.1024
21 C 4.227 0.496 -1.484  -0.1062
22 C -2.037 -4.652 2.474  -0.0247
23 C 1.622 -3.148 0.594  -0.3315
24 H 0.674 -5.835 0.629  0.1338
25 H 2.287 -2.225 2.577  0.0323
26 C 3.170 0.762 -2.439  -0.1809
27 Co -0.670 -0.154 0.180  0.8368
28 H 2.808 -3.443 -1.174  0.0893
29 H -3.142 -2.410 4.950  0.0820
30 C 2.114 -1.215 -4.904  -0.1071
31 C 0.348 -3.766 1.256  -0.1301
32 C 0.418 -0.909 2.752  -0.1095
33 N -1.799 -1.749 -1.038  0.0036
34 H 2.819 -4.902 -0.166  0.0983
35 C 0.346 4.993 1.987  -0.0795
36 H -2.800 4.661 2.876  0.1090
37 H -4.142 -2.985 1.281  0.0809
38 H -3.236 -1.390 0.944  0.0628
39 H -1.872 4.082 -4.719  0.1197
40 C 0.028 -5.125 1.224  -0.0593
41 H 2.704 2.042 -4.114  0.0980
42 C 0.945 -2.689 -3.521  -0.0885
43 C -3.797 -2.034 1.643  -0.0382
44 C 1.919 -2.008 -6.015  -0.0701
45 H -2.407 3.901 -0.903  0.0735
46 N -1.856 -3.057 -1.267  0.0126
47 C -0.607 -2.834 1.768  -0.1375
48 H 6.362 0.946 -0.936  0.0956
49 H -4.016 3.603 -0.164  0.0669
50 H 2.298 1.741 0.305  0.0382
51 H 1.076 -3.819 -6.718  0.0847
52 Si 1.445 -0.066 -2.343  0.4687
53 C -2.495 -3.351 -2.445  -0.1337
54 C -2.706 1.732 4.389  -0.0652
55 N -0.267 -1.456 1.887  0.0743
56 C -2.919 -2.315 2.877  -0.3652
57 H -2.051 -0.159 -2.146  0.0678
58 O -3.384 0.840 -0.802  -0.0067
59 C -0.352 1.035 -4.310  -0.1036
60 C -1.127 2.050 -4.887  -0.0823
61 H 3.475 -2.135 1.219  0.0772
62 H 0.628 -2.966 -2.524  0.0622
63 C 1.567 -1.448 -3.645  -0.2142
64 H -3.304 0.842 4.715  0.0909
65 C 2.141 -4.077 -0.546  -0.0721
66 C 0.762 3.667 1.886  -0.0987
67 C -2.239 -1.182 -2.132  -0.2031
68 H -1.663 -3.752 -0.530  0.1481
69 H 3.273 -3.643 2.126  0.1017
70 I -3.111 -1.546 -4.992  0.9064
71 H 4.101 4.331 2.712  0.1144
72 H 0.854 -1.305 3.664  0.1343
73 C -0.687 3.459 -3.038  -0.1060
74 H -1.149 6.516 2.339  0.1382
75 C -1.066 -5.528 1.932  -0.0812
76 H -1.638 1.982 -5.798  0.0791
77 H 1.077 5.770 1.707  0.1279
78 H -4.503 0.945 2.666  0.0540
79 C -1.578 3.045 2.481  -0.0959
80 H -2.682 -4.368 -2.838  0.1341
81 H -3.039 -4.929 2.836  0.1133
82 H 6.856 2.188 -2.901  0.0900
83 O 4.293 -0.911 5.995  -0.0112
84 C 2.809 2.170 1.128  -0.0692
85 C -0.250 2.669 2.112  -0.1232
86 C -3.286 3.208 -0.877  0.0122
87 C -1.264 3.275 -4.244  -0.1066
88 C -1.814 -3.272 2.459  -0.1256
89 H 0.532 2.715 -1.458  0.1166
90 H 2.350 -1.721 -6.945  0.0946
91 H 0.295 -4.503 -4.395  0.1028
92 C -4.090 1.881 2.380  -0.0358
93 C 0.249 1.216 -3.058  -0.2473
94 C 2.681 -2.751 1.699  -0.0368
95 C 3.075 3.872 2.969  -0.0469
96 C -1.830 4.425 2.495  -0.0558
97 H 1.299 -4.361 -1.137  0.0476
98 H -4.171 1.885 1.274  0.0611
99 C 0.346 0.548 2.948  -0.0944
100 C 3.509 1.648 -3.521  -0.1136
101 C -2.737 1.820 -0.491  -0.7130
102 H 3.087 2.972 3.585  0.0677
103 H 2.679 -0.305 -5.021  0.0879
104 C 0.081 2.426 -2.434  -0.0928
105 H -3.864 3.100 -1.844  0.1031
106 H -3.786 -3.803 4.185  0.0456
107 C -0.920 5.396 2.276  -0.0967
108 N 0.100 1.281 1.968  0.0926
109 H -2.388 -1.310 3.027  0.1305
110 O -1.615 1.670 0.098  -0.1288
111 C 1.194 -3.196 -5.886  -0.0955
112 H -1.696 1.652 4.753  0.0527
113 H 2.893 1.401 1.899  0.0708
114 H -4.663 2.677 2.882  0.0895
115 H 1.317 -2.286 0.008  0.0656
116 O 0.942 -0.572 -0.912  -0.3823
117 H 3.899 -0.048 -0.562  0.0949
118 N 5.173 -0.817 5.357  0.0120

=====

[4]
Molecular formula: C37H91Br3N9O21P3
Method: DFT, wB97M-V/def2-TZVPD

Output
E_LUMO (eV): -0.1
Frontier orbital gap (eV): 8.32
HOMO (eV): -8.412
Molar mass (g mol⁻¹): 1330.81
DFT total energy (hartree): -12283.4880

Each line ends with the Löwdin charge.
Atoms and positions in Å:
1 H 0.172 1.782 0.136  0.0218
2 C 0.758 1.429 -4.145  -0.0448
3 C 0.030 -2.656 0.859  -0.1082
4 P -7.143 3.627 1.222  0.4859
5 H -9.455 5.189 2.009  0.0573
6 H 3.108 4.133 1.698  0.0753
7 H 4.420 -8.300 -1.140  0.0905
8 H -7.596 4.952 -1.196  0.0596
9 P 0.006 -1.441 -1.581  0.4827
10 H 4.602 2.875 -6.551  0.0978
11 O 3.222 -6.463 -2.005  0.1277
12 C -9.778 4.219 1.638  -0.1080
13 H 5.406 3.326 -5.036  0.0916
14 H 2.549 -0.299 -0.410  0.0919
15 H -6.035 4.680 -2.013  0.0801
16 N 0.479 -2.614 -0.525  -0.2768
17 H 1.277 -0.896 2.097  0.0703
18 N -8.751 3.617 0.796  -0.3045
19 H -1.186 -7.527 1.663  0.0983
20 H -2.313 4.081 3.417  -0.0402
21 H -4.840 -4.788 -0.586  0.0805
22 H -3.126 0.088 -1.361  0.0743
23 N 4.705 2.714 1.631  -0.2883
24 O 2.253 -0.473 6.113  -0.0003
25 N 6.002 3.721 -0.365  -0.3061
26 H -1.534 -7.629 3.427  0.0929
27 C 5.706 5.689 2.028  -0.1079
28 H -5.269 4.406 3.013  0.0637
29 H 2.239 -5.229 -5.280  0.0975
30 H -10.208 2.250 0.314  0.0806
31 H 5.848 1.805 -5.950  0.0961
32 H -0.248 0.340 1.064  0.0174
33 C -9.137 2.348 0.135  -0.0853
34 H 4.506 -9.839 -1.921  0.0923
35 H -8.159 6.129 0.570  0.0599
36 O 1.733 -0.538 4.018  -0.0109
37 H 0.357 -4.599 -1.446  0.0787
38 H 3.889 -2.823 -4.243  0.0923
39 H -1.269 0.982 -0.287  0.0619
40 H 7.090 0.125 -0.317  0.0646
41 C -5.865 5.309 2.903  -0.1018
42 O 5.093 -2.599 -1.811  0.1191
43 O 4.614 -1.043 -3.354  0.0018
44 H -4.498 3.215 -1.117  0.0768
45 H 6.164 6.567 2.476  0.0857
46 C 2.446 0.383 7.234  -0.0420
47 C 7.630 4.557 3.083  -0.1040
48 H 2.647 1.403 6.893  0.0985
49 C 2.883 2.144 -4.863  -0.6202
50 H 6.203 2.175 -1.783  0.0892
51 N -6.400 3.516 -0.272  -0.3041
52 H 1.877 -3.640 -1.698  0.0616
53 H 5.370 1.465 3.208  0.0847
54 C 5.066 2.489 -5.640  -0.0264
55 O 3.722 -8.376 -3.107  0.0081
56 C 3.463 3.268 1.120  -0.1254
57 C 2.104 -5.514 -4.240  -0.0290
58 H 2.692 2.496 1.041  0.0618
59 C 0.851 -0.315 2.917  -0.1010
60 H -8.892 2.374 -0.923  0.0645
61 C -8.795 -5.382 -4.205  -0.0377
62 H -5.188 6.119 2.608  0.0806
63 C -7.374 -5.286 -2.373  -0.6242
64 O 0.155 -4.267 3.584  -0.0137
65 C -0.232 -5.543 3.635  -0.6133
66 H 7.124 5.478 -0.201  0.0694
67 O -6.648 2.556 2.098  -0.2806
68 H -10.021 3.595 2.503  0.0907
69 C -7.363 6.358 1.268  -0.1289
70 P 6.246 3.177 1.174  0.4943
71 C 1.424 0.023 5.183  -0.6304
72 H 0.150 0.809 -4.807  0.1008
73 C 4.566 2.159 2.967  -0.1000
74 H 5.674 -8.571 -2.343  0.0962
75 N 0.506 -0.018 -0.888  -0.2788
76 C 3.198 -7.146 -2.989  -0.6075
77 O 2.523 3.257 -5.158  0.1155
78 C -5.153 2.753 -0.378  -0.0958
79 H -6.543 6.947 0.842  0.0864
80 O 0.162 -6.368 4.404  0.1388
81 H -7.797 7.003 2.046  0.0868
82 H 3.568 3.685 0.119  0.0704
83 H -8.682 1.479 0.615  0.0810
84 H 5.377 5.915 1.013  0.0680
85 N 6.605 4.547 2.043  -0.3090
86 H -0.131 -0.739 3.124  0.0845
87 O 0.525 0.784 5.374  0.0748
88 H -0.742 -1.906 1.050  0.0797
89 H -9.169 -4.370 -4.048  0.0978
90 H 4.448 2.928 3.742  0.0848
91 C -0.259 0.783 0.064  -0.1248
92 H 0.478 2.421 -4.507  0.0929
93 H 4.963 3.370 -2.164  0.0839
94 H -4.684 2.814 0.602  0.0643
95 H -5.371 1.717 -0.649  0.0783
96 H 4.772 5.465 2.566  0.0720
97 H 2.670 -4.843 -3.598  0.0701
98 C -1.387 3.550 3.258  -1.5815
99 C -5.765 -5.351 -0.660  -0.0428
100 H 2.019 -3.971 4.416  0.1096
101 H -2.713 -6.956 2.285  0.0898
102 H 0.831 0.726 2.602  0.0641
103 O -1.114 -5.738 2.655  -0.0058
104 C -6.851 4.208 -1.466  -0.1169
105 C 3.553 -1.863 -3.849  -0.0348
106 H -1.741 0.459 -2.404  0.0665
107 Br -0.712 4.064 1.514  0.5913
108 H 0.691 -4.181 5.638  0.1030
109 H 4.673 2.147 -0.913  0.0665
110 C 6.686 4.838 -0.964  -0.1180
111 O -6.116 -5.536 -2.017  0.0120
112 H -3.395 -2.567 -1.613  0.0783
113 C 1.042 -3.859 -1.026  -0.0984
114 O 2.115 1.143 -4.441  -0.0043
115 H 3.025 -1.280 -4.592  0.0883
116 C 6.897 -0.860 -0.727  -0.0086
117 H 2.255 0.157 -2.066  0.0604
118 C -2.342 -2.704 -1.370  -0.0912
119 O -8.257 -4.926 -1.639  0.1223
120 H 1.056 -5.426 -3.959  0.0954
121 H -2.974 -0.759 -2.918  0.0845
122 H -6.533 -4.863 -0.059  0.0937
123 C 5.296 -1.536 -2.337  -0.6384
124 H -7.369 3.505 -2.136  0.0740
125 H -0.441 -3.607 1.122  0.0768
126 O 2.581 -6.856 -4.126  0.0166
127 H 8.233 3.651 3.020  0.0698
128 H 0.504 1.273 -3.105  0.0619
129 H -1.792 -3.493 -1.877  0.0780
130 C 0.970 -3.810 4.658  -0.0173
131 H 7.169 4.567 4.077  0.0816
132 C 5.420 2.808 -1.347  -0.0951
133 N -1.647 -1.405 -1.429  -0.2913
134 H 5.987 5.419 -1.573  0.0876
135 H -10.655 4.426 1.023  0.0873
136 O 7.249 2.124 1.374  -0.2777
137 H 0.881 -2.521 1.530  0.0691
138 H -6.331 5.556 3.860  0.0854
139 H -9.485 -6.056 -3.697  0.0986
140 N -6.859 5.137 1.857  -0.3098
141 H 2.869 -2.055 -3.023  0.0564
142 H 3.675 1.533 2.970  0.0679
143 O 6.228 -0.652 -1.992  -0.0156
144 C 1.914 0.340 -1.043  -0.0896
145 H 8.318 5.394 2.936  0.0806
146 Br -1.842 1.701 3.367  0.6901
147 H 2.051 1.390 -0.800  0.0657
148 O 0.500 -1.512 -2.966  -0.2600
149 H -2.448 -2.991 -0.309  0.0717
150 H 3.331 0.073 7.781  0.0935
151 O -7.478 -5.492 -3.674  0.0104
152 H 7.793 -1.443 -0.913  0.0956
153 H 6.220 -1.383 -0.052  0.0943
154 C -2.418 -0.329 -2.085  -0.0951
155 H 1.611 -4.357 -0.232  0.0934
156 H 1.576 0.407 7.886  0.0965
157 Br -0.078 4.041 4.595  0.5903
158 O 4.126 1.709 -4.902  -0.0028
159 H 7.520 4.544 -1.615  0.0889
160 H -5.659 -6.339 -0.206  0.0970
161 C -1.652 -7.042 2.521  -0.0375
162 H 0.839 -2.730 4.660  0.0740
163 C 4.631 -8.772 -2.102  -0.0569
164 H -8.736 -5.638 -5.255  0.0931